DFT (ωB97M-V/def2-TZVPD) results for a molecular structure, C32H24ClCrF5N7O2STe.

Structure (XYZ):
```
74
Properties=species:S:1:pos:R:3:forces:R:3
Cr -0.227551 -0.064976 -0.001279 0.04 0.37 -0.24
C 3.845885 12.518666 3.447730 -0.01 0.00 0.01
O 4.161848 11.766472 2.280650 0.00 0.00 -0.01
C 3.659295 10.531027 2.159985 0.00 -0.01 0.00
C 4.003003 9.843763 0.989364 0.00 0.00 -0.01
C 3.536847 8.571542 0.771506 0.00 0.00 0.00
C 2.714470 7.941987 1.714857 0.00 0.00 -0.01
C 2.378827 8.631298 2.875326 0.00 0.02 0.01
C 2.840312 9.915935 3.107364 -0.01 -0.01 0.01
C 2.239880 6.594018 1.444156 -0.03 0.00 0.02
N 2.510087 5.891972 0.359014 0.02 -0.02 -0.01
C 1.870455 4.706080 0.527149 0.00 0.03 -0.01
C 1.189642 4.666862 1.730073 -0.01 -0.04 0.00
N 1.438071 5.885188 2.306925 0.02 0.02 0.00
C 0.419211 3.547897 2.144758 0.00 0.04 0.02
C -0.306574 3.430628 3.344256 0.00 -0.01 0.00
C -1.005756 2.280331 3.608803 0.00 0.00 -0.01
C -1.010297 1.251496 2.665956 -0.03 -0.04 0.02
N -0.352371 1.344847 1.521733 0.08 -0.06 -0.03
C 0.382655 2.454127 1.259898 0.01 -0.02 -0.03
C 1.121217 2.463881 0.025566 0.03 -0.01 0.00
N 1.062639 1.341851 -0.743795 0.00 -0.05 -0.06
C 1.631249 1.360752 -1.941042 -0.02 0.01 0.02
C 2.355327 2.458129 -2.412606 0.00 0.00 0.00
C 2.482349 3.570863 -1.619887 0.00 0.01 0.01
C 1.845783 3.592866 -0.368186 -0.01 0.00 -0.01
H 4.350631 13.471766 3.331653 0.00 0.00 0.00
H 4.213863 12.018789 4.345670 0.00 0.00 0.00
H 2.769704 12.683740 3.526033 0.00 0.00 0.00
H 4.638563 10.340979 0.269679 0.00 0.00 0.00
H 3.801017 8.041865 -0.133119 0.00 0.00 0.00
H 1.743698 8.184288 3.631841 0.00 0.00 0.00
H 2.561039 10.425286 4.017001 0.00 0.00 0.00
H 1.099460 6.223785 3.190452 0.00 0.00 0.00
H -0.311026 4.241548 4.061217 0.00 0.00 0.00
H -1.565790 2.163827 4.525194 0.00 -0.01 0.00
H -1.568904 0.340421 2.836482 -0.01 0.01 0.00
H 1.519169 0.473249 -2.547853 0.00 -0.01 0.00
H 2.803861 2.410982 -3.394327 0.00 0.00 0.00
H 3.042287 4.440501 -1.938458 0.00 0.00 0.00
Cl 4.063846 -0.137585 3.764786 0.00 0.00 0.00
C 2.726568 -0.965293 3.080924 0.00 -0.01 0.00
C 2.346856 -2.222276 3.531013 0.00 0.01 0.00
C 1.258736 -2.832582 2.931517 0.00 0.00 0.00
C 0.597581 -2.179244 1.909079 0.00 -0.01 0.01
N 0.968907 -0.966143 1.478795 -0.01 -0.03 -0.01
C 2.014235 -0.367194 2.059347 0.02 -0.01 -0.02
H 2.894063 -2.703763 4.330237 0.00 0.00 0.00
H 0.924466 -3.809656 3.249504 0.00 0.00 0.00
H -0.251616 -2.634934 1.416131 0.00 0.01 0.00
H 2.296456 0.613401 1.699588 -0.01 0.01 0.00
N -1.828911 -2.675999 -1.361622 0.06 -0.08 0.00
C -0.530010 -2.597181 -1.613688 -0.07 0.00 0.03
N 0.298744 -1.680730 -1.093854 0.07 -0.03 0.06
C 1.642437 -1.994178 -1.461935 0.02 0.00 -0.04
C 2.811052 -1.362507 -1.046748 -0.03 -0.01 -0.01
C 4.032533 -1.810183 -1.524398 0.00 0.00 0.01
C 4.116098 -2.879263 -2.410483 0.00 0.00 0.00
C 2.966471 -3.526683 -2.824961 0.00 -0.01 0.00
C 1.752259 -3.075655 -2.333818 -0.01 0.00 0.01
S 0.186450 -3.765917 -2.659028 -0.01 0.02 -0.01
H -2.286485 -2.066687 -0.708597 0.00 0.03 0.02
H -2.396788 -3.368956 -1.820697 0.00 0.00 -0.02
H 2.789050 -0.525241 -0.371994 -0.02 0.05 0.04
H 4.937001 -1.314504 -1.198332 0.00 0.00 0.00
H 5.079408 -3.211113 -2.771259 0.00 0.00 0.00
H 3.013064 -4.367182 -3.504020 0.00 0.00 0.00
F -4.170518 1.824486 -1.441431 0.00 0.02 0.02
Te -3.176382 0.760937 -0.352197 -0.01 -0.29 0.23
F -2.908218 2.218859 0.749605 0.08 -0.08 0.08
F -4.451268 0.286059 0.867287 -0.15 0.09 -0.13
F -2.110336 -0.655687 0.705485 -0.26 0.18 0.03
F -3.759674 -0.678177 -1.354218 0.04 -0.01 -0.04
O -1.499993 0.895594 -1.080502 0.18 -0.04 0.06
```
Forces are in eV/Å.

Values from the calculation:
Orbital gap (alpha / beta), eV: 4.522 / 5.024
<S²>: 0.757
Charge: +2
Highest occupied orbital energy (alpha / beta), Eh: -0.43782 / -0.43783
Spin multiplicity: 2

DFT (ωB97M-V/def2-TZVPD) results for a molecular structure, C32H24N2O5SiV at a distorted geometry.

Structure (XYZ):
```
65
Properties=species:S:1:pos:R:3:forces:R:3
V 1.980759 -0.284846 0.656641 -0.09 -0.47 1.08
O 3.692693 -3.952557 0.103416 -0.08 0.01 0.02
C 3.453681 -2.660287 0.374229 -0.63 0.00 -0.39
O 2.336777 -2.116042 0.053043 0.67 -0.66 -0.24
C 4.389347 -1.840094 0.987845 0.39 0.68 0.30
C 5.691698 -2.102541 1.497483 -0.27 -0.17 -0.27
C 6.393572 -1.086511 2.051146 0.06 0.53 0.17
C 5.827617 0.237264 2.117175 0.67 -0.29 0.13
C 4.588362 0.443028 1.646038 -0.81 -0.43 -0.26
N 3.847407 -0.582057 1.101371 0.37 -0.12 0.16
C 3.763416 1.707726 1.645227 -0.72 -0.60 -0.26
O 4.179145 2.791873 1.938042 0.13 0.26 0.12
O 2.510830 1.419148 1.263692 1.02 0.68 0.27
H 2.891718 -4.325561 -0.287646 0.02 0.02 0.00
H 6.098615 -3.102371 1.434697 -0.02 -0.01 -0.03
H 7.383237 -1.267313 2.447811 -0.01 0.05 0.00
H 6.374288 1.070918 2.537478 0.02 -0.04 0.01
O 0.281671 0.188025 0.364024 -1.46 0.62 -1.01
Si -0.706707 1.268180 -0.417828 0.50 -0.56 0.25
C -2.438500 1.199653 0.272272 -0.30 0.08 0.19
C -3.144468 2.250234 0.869724 -0.01 -0.17 -0.06
C -4.460270 2.090353 1.291677 0.06 -0.03 -0.03
C -5.102981 0.874641 1.117933 0.00 -0.02 -0.01
C -4.427302 -0.181703 0.519806 0.08 0.01 0.00
C -3.113600 -0.017289 0.103680 -0.04 0.04 0.07
C -0.878226 0.676505 -2.186381 0.03 -0.16 -0.30
C -0.091289 -0.344576 -2.727515 -0.09 0.03 -0.07
C -0.230289 -0.739298 -4.055729 -0.05 0.05 0.04
C -1.166709 -0.118127 -4.870157 0.00 0.03 0.06
C -1.964919 0.896283 -4.351755 0.05 -0.04 0.03
C -1.819465 1.282175 -3.026822 0.01 0.01 -0.01
C 0.137473 2.923463 -0.449346 0.05 0.28 -0.11
C -0.053447 3.985739 0.437041 0.18 -0.04 0.04
C 0.695333 5.152536 0.337895 0.00 -0.10 -0.03
C 1.657945 5.278341 -0.652657 0.00 -0.02 -0.02
C 1.875708 4.232187 -1.539589 -0.03 0.04 0.07
C 1.120897 3.074622 -1.435844 -0.04 0.06 -0.01
H -2.681051 3.216629 1.000019 0.06 0.05 -0.02
H -4.983909 2.920569 1.749000 0.01 0.00 -0.01
H -6.131266 0.752213 1.435797 0.02 0.00 0.00
H -4.927145 -1.129963 0.366721 0.00 -0.02 0.01
H -2.608199 -0.849582 -0.378919 -0.01 0.03 0.01
H 0.641858 -0.855721 -2.111438 0.00 0.05 0.07
H 0.393008 -1.531559 -4.453161 -0.01 0.01 0.01
H -1.276630 -0.421505 -5.904393 0.00 0.00 0.02
H -2.699741 1.384880 -4.980619 0.02 -0.02 0.01
H -2.455676 2.073687 -2.638166 0.04 -0.04 -0.01
H -0.756740 3.900970 1.253517 -0.07 -0.02 0.01
H 0.537446 5.954235 1.048645 0.00 0.00 -0.02
H 2.244389 6.185316 -0.728917 0.00 -0.01 0.01
H 2.632268 4.317976 -2.309961 -0.01 0.01 0.02
H 1.301743 2.272375 -2.144658 -0.03 0.01 -0.01
N 0.701806 -1.856470 2.238708 0.46 0.40 -0.15
C -0.266169 -2.406739 1.967210 -0.38 -0.14 0.09
C -1.489506 -3.089854 1.620183 0.38 0.19 0.08
C -2.515597 -3.187493 2.552412 -0.10 -0.03 0.05
C -3.680192 -3.852293 2.204629 0.01 0.04 -0.02
C -3.816450 -4.397521 0.934286 0.01 0.00 -0.02
C -2.790622 -4.282767 0.002945 -0.01 0.02 0.05
C -1.617355 -3.630579 0.345011 -0.06 -0.02 -0.12
H -2.399360 -2.741267 3.531068 0.00 -0.02 -0.02
H -4.484855 -3.936120 2.923390 0.01 0.00 -0.02
H -4.730345 -4.912348 0.666150 0.01 0.01 0.00
H -2.904931 -4.699170 -0.989074 0.00 0.00 0.02
H -0.810821 -3.519610 -0.368533 -0.01 -0.01 0.01
```
Forces are in eV/Å.

Values from the calculation:
Orbital gap (alpha / beta), eV: 6.176 / 6.153
Energy above the lowest of the compared OMol25 structures with the same formula, charge and spin, kcal per mole: 25.01
<S²>: 0.780
Highest occupied orbital energy (alpha / beta), Eh: -0.24134 / -0.24212
Spin multiplicity: 2

DFT (ωB97M-V/def2-TZVPD) results for a molecular structure, C32H24N2O6PPdS.

Structure (XYZ):
```
67
Properties=species:S:1:pos:R:3:forces:R:3
Pd 0.528839 -0.264659 -0.427173 0.20 -0.44 -0.13
O 0.156066 -5.665669 -1.603260 0.00 -0.02 -0.01
C -0.479335 -5.150102 -2.668022 0.02 0.14 -0.05
C -1.253734 -6.053961 -3.396397 -0.03 -0.08 -0.01
C -1.949946 -5.648834 -4.509901 0.00 0.00 0.00
C -1.900609 -4.320023 -4.947976 -0.02 -0.03 -0.03
C -1.149232 -3.420501 -4.244077 0.02 0.01 0.06
C -0.423097 -3.803020 -3.094495 -0.02 -0.06 0.08
C 0.308062 -2.730833 -2.443698 -0.06 -0.04 -0.07
O 0.367947 -1.582169 -2.793749 0.05 0.03 -0.04
N 1.112207 -3.151116 -1.249087 0.13 0.05 0.03
N 1.486459 -2.185526 -0.582678 -0.16 0.13 0.02
C 2.296190 -2.483322 0.525988 0.05 -0.13 -0.09
C 3.050046 -1.562505 1.156061 -0.11 0.01 -0.03
C 3.902233 -2.041974 2.232382 0.05 0.07 0.05
C 4.844826 -1.256958 2.767247 0.02 0.03 -0.02
C 5.036059 0.089476 2.267684 0.00 -0.03 0.03
C 4.266183 0.617865 1.296977 0.03 -0.07 0.01
C 3.170683 -0.131085 0.737816 0.10 0.01 -0.13
O 2.414242 0.443919 -0.070243 -0.09 0.27 0.11
H 0.713986 -4.994646 -1.185421 0.00 0.02 0.01
H -1.284241 -7.078326 -3.050941 -0.01 0.01 -0.01
H -2.543042 -6.372856 -5.053617 0.00 0.00 0.00
H -2.447477 -4.011205 -5.827294 0.00 0.00 0.01
H -1.091457 -2.385239 -4.549704 0.00 0.00 0.00
H 2.322295 -3.529502 0.814896 0.03 0.03 0.02
H 3.757611 -3.060808 2.566234 0.01 0.00 0.02
H 5.482435 -1.620134 3.560618 0.00 0.01 0.00
H 5.822575 0.693723 2.702661 0.00 -0.02 0.01
H 4.398677 1.629487 0.941697 -0.01 0.00 -0.01
O -0.420315 -1.114632 1.915129 -0.19 -0.10 0.10
S -1.582539 -1.440404 1.102013 0.14 0.10 0.40
O -2.255616 -2.663166 1.399601 -0.20 0.08 -0.28
O -1.203499 -1.326042 -0.374739 0.06 -0.04 0.01
C -2.700080 -0.072419 1.225148 0.00 0.05 -0.14
C -4.011852 -0.294000 1.597551 0.05 -0.05 0.06
C -4.915608 0.760415 1.580793 0.00 0.05 -0.01
C -4.507216 2.016389 1.164339 -0.03 -0.02 0.01
C -3.190510 2.233887 0.777539 0.01 0.01 0.05
C -2.265069 1.198187 0.817073 0.01 -0.07 0.04
P -0.536061 1.543652 0.364231 -0.04 0.13 -0.11
C 0.278085 2.172124 1.843608 -0.05 0.08 0.02
C 1.476915 2.874638 1.707137 0.01 0.00 -0.01
C 2.122403 3.363538 2.830946 0.00 -0.01 0.00
C 1.578814 3.150374 4.092206 0.00 0.00 -0.01
C 0.388734 2.451181 4.229443 0.00 -0.01 -0.01
C -0.265566 1.962873 3.107743 0.03 -0.07 0.01
C -0.546558 2.887272 -0.838455 0.02 -0.02 0.02
C -0.602029 4.223609 -0.440981 0.01 0.01 0.00
C -0.634437 5.226795 -1.396687 0.00 -0.03 0.00
C -0.606156 4.900013 -2.746749 0.00 0.01 0.02
C -0.544052 3.572515 -3.144920 0.00 0.00 -0.02
C -0.511124 2.564199 -2.194398 -0.04 -0.01 0.03
H -4.314441 -1.292245 1.884971 0.01 0.01 -0.01
H -5.941997 0.591324 1.877097 0.00 0.01 -0.01
H -5.213749 2.834789 1.131266 0.00 0.00 0.00
H -2.891497 3.217799 0.441551 0.00 0.00 0.00
H 1.891256 3.052303 0.721932 0.01 0.00 0.01
H 3.043191 3.922685 2.723879 -0.01 0.00 0.00
H 2.080462 3.538821 4.968904 0.00 0.00 0.00
H -0.036015 2.287885 5.210756 0.00 0.00 0.00
H -1.189760 1.411138 3.219697 0.01 0.01 0.00
H -0.610188 4.478477 0.611998 -0.01 0.01 -0.01
H -0.677948 6.262915 -1.088885 0.00 0.00 0.00
H -0.627334 5.685523 -3.490579 0.00 0.00 0.00
H -0.515396 3.321453 -4.196708 0.00 0.00 0.01
H -0.458704 1.526612 -2.505986 0.01 0.00 0.00
```
Forces are in eV/Å.

Values from the calculation:
Orbital gap, eV: 5.581
Charge: +1
Highest occupied orbital energy, Eh: -0.40824

DFT (ωB97M-V/def2-TZVPD) results for a molecular structure, C32H24N4O2S8Tc at a distorted geometry.

Structure (XYZ):
```
71
Properties=species:S:1:pos:R:3:forces:R:3
Tc -0.275083 -0.186638 0.508574 -0.30 1.77 0.21
N 1.607165 -2.453272 2.314062 -0.78 0.13 0.62
C 0.379663 -2.195289 2.772578 0.67 0.31 -0.94
N -0.460638 -1.335403 2.213627 -0.43 -0.05 0.23
C -1.685477 -1.312107 2.865195 0.14 1.61 -2.09
C -1.766507 -2.138846 3.929488 0.74 -1.40 1.18
S -0.281369 -3.001724 4.137843 -1.07 -0.04 0.66
C -2.685514 -0.421335 2.297356 2.37 -0.32 -0.56
C -3.972268 -0.247535 2.674044 -1.65 0.83 -0.25
S -4.742073 0.920011 1.656863 -0.47 -0.69 1.01
C -3.280060 1.107435 0.777443 0.99 0.42 -0.92
N -2.282729 0.353179 1.211696 0.58 -0.71 0.51
N -3.187853 1.943967 -0.255969 -0.39 -0.45 0.72
H 2.013467 -1.862469 1.605547 0.00 0.13 -0.05
H 2.233874 -3.044971 2.837081 0.02 -0.06 -0.04
H -2.594530 -2.304317 4.588955 -0.19 -0.06 0.20
H -4.514558 -0.735381 3.459500 -0.14 -0.09 0.20
H -3.966697 2.516946 -0.534378 -0.04 0.07 -0.04
H -2.302250 2.092489 -0.707011 -0.08 0.16 -0.06
O 0.440227 1.264451 1.571204 -0.28 -0.98 1.01
C 1.198712 2.333940 1.149401 -0.48 1.14 -0.12
C 0.399984 3.600164 1.477734 -0.49 0.08 0.36
C -0.586504 3.706830 2.438599 0.70 -0.17 -0.53
C -1.123362 5.012553 2.529702 0.41 0.39 -0.62
C -0.544560 5.865680 1.619067 -0.65 -0.25 0.71
S 0.623212 5.096613 0.674742 0.39 -0.19 -0.27
C 1.285941 2.211329 -0.355968 0.30 0.20 0.14
C 0.208889 1.909740 -1.149048 -0.17 -0.59 -0.21
C 0.517352 1.944470 -2.533321 0.20 -0.05 -0.11
C 1.815395 2.287999 -2.745210 -0.12 -0.06 0.01
S 2.667940 2.541090 -1.284988 -0.10 0.02 0.07
C 2.526001 2.363960 1.855968 0.00 -0.06 -0.12
C 3.213296 3.407823 2.397861 0.02 -0.29 -0.08
C 4.456601 3.008268 2.954620 0.05 -0.44 -0.08
C 4.680349 1.670649 2.825860 0.07 0.29 0.07
S 3.387222 0.885429 2.035107 -0.01 -0.01 -0.04
H -0.857619 2.864110 3.049099 -0.10 -0.08 0.18
H -1.878297 5.336555 3.221226 -0.16 -0.02 0.17
H -0.773053 6.904695 1.484272 0.03 0.22 -0.09
H -0.794429 1.715709 -0.763309 0.50 0.20 0.01
H -0.185516 1.734624 -3.320477 -0.04 -0.03 -0.16
H 2.320896 2.392824 -3.685539 0.09 0.02 -0.18
H 2.868897 4.425101 2.410591 -0.17 0.16 -0.04
H 5.146009 3.683089 3.427781 0.13 0.10 0.09
H 5.531612 1.107696 3.156061 0.16 -0.09 0.08
O -0.718069 -1.642449 -0.506761 -0.15 -1.17 -0.78
C -0.467606 -2.258090 -1.780769 -0.06 0.35 0.59
C 0.856314 -1.737493 -2.283000 0.11 0.12 0.16
C 1.976080 -1.532233 -1.518105 -0.29 0.00 -0.18
C 3.097343 -1.143825 -2.284500 -0.03 0.06 -0.24
C 2.800704 -1.068739 -3.612898 -0.02 -0.03 0.10
S 1.166526 -1.443507 -3.932465 0.06 -0.04 0.02
C -1.606922 -1.892523 -2.680116 -0.17 -0.04 -0.31
C -2.096448 -0.637464 -2.920795 0.11 -0.18 0.13
C -3.142492 -0.633330 -3.864435 -0.15 -0.40 -0.22
C -3.416499 -1.893553 -4.325999 0.00 0.25 0.06
S -2.424415 -3.074824 -3.612060 0.03 0.21 0.01
C -0.383203 -3.730911 -1.504968 0.28 -0.15 -0.13
C 0.512212 -4.620478 -2.022232 -0.31 0.17 0.09
C 0.285098 -5.940175 -1.567727 -0.38 -0.16 0.39
C -0.767054 -6.014911 -0.699047 0.29 -0.04 -0.24
S -1.498946 -4.492835 -0.438022 0.12 0.02 -0.08
H 2.016261 -1.732605 -0.456071 -0.02 -0.07 0.08
H 4.073533 -0.956499 -1.878259 0.21 0.08 0.07
H 3.459729 -0.819161 -4.421732 0.13 0.07 -0.15
H -1.707376 0.251346 -2.447208 0.07 0.02 0.04
H -3.657760 0.247454 -4.203516 -0.10 0.13 -0.07
H -4.152247 -2.182203 -5.052629 -0.13 -0.02 -0.11
H 1.291344 -4.346316 -2.712245 0.12 0.06 -0.10
H 0.876468 -6.788509 -1.862483 0.06 -0.15 -0.04
H -1.154335 -6.886297 -0.205487 -0.04 -0.15 0.07
```
Forces are in eV/Å.

Values from the calculation:
Orbital gap (alpha / beta), eV: 6.330 / 2.984
Energy above the lowest of the compared OMol25 structures with the same formula, charge and spin, kcal per mole: 4.57
<S²>: 3.793
Charge: +2
Highest occupied orbital energy (alpha / beta), Eh: -0.47687 / -0.47668
Spin multiplicity: 4